(1)
# C6H13BeO3

C6H13BeO3 as an isolated structure at a distorted geometry (ωB97M-V/def2-TZVPD, the Open Molecules 2025 dataset).

## Properties
- Energy above the lowest of the compared OMol25 structures with the same formula, charge and spin: 105.9 kcal per mole
- Total charge: +1
- HOMO-LUMO gap (spin up / spin down): 7.4 / 7.4 eV
- LUMO (spin up / spin down): -0.162 / -0.162 Ha

Each line ends with the Mulliken charge.
Element x y z (Å)
C1 -2.895912 -1.099680 -1.015679  -0.633
O1 -1.779158 -0.323915 -0.607724  0.118
C2 -1.591404 -0.176838 0.806314  -0.388
C3 -0.352150 0.654410 1.047648  0.121
O2 0.337036 0.067468 2.119911  -0.335
C4 1.709253 0.382775 2.035861  -0.507
C5 2.123776 0.084730 0.602129  -0.319
O3 1.064663 0.696476 -0.151959  -0.037
H1 -2.849560 -1.191697 -2.105471  0.252
H2 -2.842975 -2.096323 -0.555237  0.330
H3 -3.826250 -0.602364 -0.707850  0.302
H4 -1.496291 -1.186871 1.234402  0.420
H5 -2.490311 0.293099 1.229072  0.397
H6 -0.615747 1.693035 1.306046  0.312
H7 2.257343 -0.261724 2.732481  0.341
H8 1.851099 1.452514 2.259397  0.322
H9 2.185134 -0.990300 0.390870  0.334
H10 3.061874 0.589088 0.340009  0.340
Be1 -0.217304 0.341253 -1.144204  -0.242
C6 1.392901 0.429511 -2.186206  -0.983
H11 1.868203 -0.561956 -2.221535  0.279
H12 0.991527 0.545066 -3.206466  0.284
H13 2.114255 1.262241 -2.201809  0.292

Cartesian forces (eV/Å) of the 3 atoms listed first:
-0.861 -0.679 -0.490
2.447 1.503 -0.413
-0.697 -1.059 -0.072



(2)
# C6H13BrFO3P

C6H13BrFO3P as an isolated structure at a distorted geometry (ωB97M-V/def2-TZVPD, the Open Molecules 2025 dataset).

## Properties
- Energy above the lowest of the compared OMol25 structures with the same formula, charge and spin: 3.9 kcal per mole
- HOMO-LUMO gap: 10.6 eV
- LUMO: 0.010 Ha

Each line ends with the Mulliken charge.
Element x y z (Å)
C1 0.027583 0.355031 3.249217  -0.999
C2 1.864366 -2.099222 -0.977999  -0.691
C3 -0.552418 2.611537 -1.053408  -0.935
C4 -0.460625 -0.502915 2.088994  -0.303
C5 1.214491 -1.308690 -2.149721  -0.289
C6 -1.388045 1.426465 -0.975047  0.628
O1 -1.609312 -1.352555 -0.574824  -0.754
O2 0.053323 0.040574 0.812892  -0.272
O3 0.445509 -0.228068 -1.760861  -0.331
F1 -2.207290 1.325904 -2.004921  -0.241
P1 -0.699818 -0.219031 -0.571972  0.662
Br1 -2.729038 1.690726 0.702132  -0.228
H1 -0.099399 1.422461 2.971023  0.256
H2 -0.708480 -0.036409 4.065817  0.305
H3 1.042402 0.083183 3.454662  0.300
H4 2.873450 -1.827102 -1.004773  0.334
H5 1.503971 -1.549232 -0.095177  0.069
H6 1.723377 -3.181555 -1.027842  0.274
H7 -0.225770 2.959798 -0.042320  0.293
H8 0.284209 2.264174 -1.682996  0.296
H9 -1.266837 3.396166 -1.598514  0.332
H10 -1.596957 -0.697540 1.810399  0.456
H11 0.106451 -1.492075 2.185108  0.241
H12 0.614851 -2.123793 -2.765072  0.206
H13 1.790007 -0.957832 -3.054798  0.387

Cartesian forces (eV/Å) of the 3 atoms listed first:
-3.089 -0.625 -0.166
-0.867 1.829 -0.731
-0.530 2.032 -0.662



(3)
# C6H13ClNO2

A 2-piece molecular cluster, C6H13ClNO2 overall at a distorted geometry (ωB97M-V/def2-TZVPD, the Open Molecules 2025 dataset).

## Properties
- Energy above the lowest of the compared OMol25 structures with the same formula, charge and spin: 73.4 kcal per mole
- Total charge: +1
- HOMO-LUMO gap (spin up / spin down): 9.3 / 7.3 eV
- LUMO (spin up / spin down): -0.122 / -0.151 Ha

Each line ends with the Mulliken charge.
Element x y z (Å)
C1 -1.852653 0.041921 1.075468  -0.598
C2 -1.511264 -1.370424 0.934544  -0.266
C3 -0.388456 -0.300790 -0.770394  0.252
C4 2.662853 -1.183969 -0.377534  -0.720
C5 -1.209730 1.997402 -0.256238  -0.911
C6 2.371565 0.202327 -0.761497  -0.119
N1 -0.809761 0.730647 0.217221  0.120
O1 -0.453549 -1.455850 -0.022743  -0.416
O2 -0.959312 -0.339754 -1.992256  -0.502
Cl1 2.225782 1.411833 0.354004  -0.135
H1 -2.818528 0.299197 0.776047  0.355
H2 -1.838110 0.321746 2.161953  0.316
H3 -1.099161 -1.765820 1.908691  0.281
H4 -2.340640 -2.095368 0.654928  0.267
H5 1.936672 -1.412557 0.354117  0.292
H6 3.797853 -1.361758 -0.220209  0.298
H7 2.415215 -1.777082 -1.293993  0.242
H8 -1.268227 2.639064 0.650117  0.419
H9 -0.535344 2.438946 -0.991048  0.328
H10 -2.246138 2.004019 -0.693502  0.308
H11 2.216470 0.724507 -1.727090  0.398
H12 0.032481 0.740243 0.877312  0.369
H13 -1.143993 -1.238055 -2.314384  0.423

Cartesian forces (eV/Å) of the 3 atoms listed first:
0.117 1.143 1.725
0.033 -3.782 1.389
0.953 -1.644 0.309



(4)
# C6H13ClOSi

A 2-piece molecular cluster, C6H13ClOSi overall at a distorted geometry (ωB97M-V/def2-TZVPD, the Open Molecules 2025 dataset).

## Properties
- Spin multiplicity: 3
- HOMO-LUMO gap (spin up / spin down): 6.1 / 6.8 eV
- <S²>: 2.0146
- LUMO (spin up / spin down): 0.022 / -0.092 Ha

Each line ends with the Mulliken spin population.
Element x y z (Å)
C1 0.149380 1.649683 2.359162  0.717
C2 1.312996 1.088475 2.323669  0.670
C3 -1.517189 0.292834 0.222001  0.048
C4 -1.533449 -1.745379 -1.708264  -0.001
C5 2.081787 0.126027 2.571396  0.465
C6 0.400903 0.672267 -2.139468  0.003
O1 1.029184 -0.979799 0.116667  0.023
Si1 -0.183227 -0.432897 -0.679779  0.003
Cl1 2.134411 0.434197 -2.616772  0.000
H1 -0.592033 0.932845 2.319183  -0.091
H2 0.027559 2.722171 2.065084  0.073
H3 -1.242105 0.380338 1.231176  -0.088
H4 -1.855993 1.100855 -0.411708  -0.001
H5 -2.297826 -0.501889 0.289253  0.002
H6 -1.839750 -1.606383 -2.835858  0.000
H7 -0.931189 -2.661321 -1.646922  0.000
H8 -2.436996 -2.048946 -1.182472  0.000
H9 2.647420 -0.240913 1.572025  0.144
H10 2.507882 -0.433386 3.423003  0.036
H11 0.420309 1.637682 -1.858244  0.003
H12 -0.151468 0.422402 -3.142855  0.000
H13 1.869392 -0.808861 -0.270277  -0.006

Cartesian forces (eV/Å) of the 3 atoms listed first:
-3.284 5.189 0.550
3.196 0.528 -1.259
-1.627 -1.321 0.529